{
  "formula": "C44H31N6NaO6PS",
  "method": "ωB97M-V/def2-TZVPD",
  "lumo_ev": 1.496,
  "e_tot_ev": -91903.895,
  "charge": -1,
  "e_homo_ev": -4.805,
  "molar_mass_g_mol": 825.799,
  "e_above_lowest_kcal_mol": 20.9,
  "symbols": ["Na", "O", "C", "O", "C", "C", "C", "C", "C", "N", "C", "O", "O", "H", "H", "H", "H", "S", "N", "C", "C", "C", "C", "C", "N", "C", "C", "N", "C", "C", "C", "C", "C", "N", "H", "H", "H", "H", "H", "H", "O", "C", "O", "C", "C", "C", "C", "C", "C", "P", "C", "C", "C", "C", "C", "C", "C", "C", "C", "C", "C", "C", "H", "H", "H", "H", "H", "H", "H", "H", "H", "H", "H", "H", "H", "H", "C", "C", "C", "C", "N", "C", "C", "H", "H", "H", "H", "H", "H", "H"],
  "positions_angstrom": [[0.543, 0.880, 1.424], [-4.163, -0.228, 1.081], [-2.913, 0.301, 1.070], [-2.085, -0.026, 0.268], [-2.707, 1.331, 2.137], [-3.767, 1.898, 2.820], [-3.484, 2.924, 3.717], [-2.175, 3.323, 3.890], [-1.168, 2.685, 3.168], [-1.438, 1.707, 2.306], [0.315, 3.102, 3.337], [0.533, 3.896, 4.262], [1.099, 2.584, 2.501], [-4.164, -0.884, 0.369], [-4.774, 1.549, 2.649], [-4.286, 3.401, 4.265], [-1.885, 4.111, 4.571], [1.088, 6.384, -5.071], [-0.330, 5.786, -4.571], [-0.056, 4.977, -3.566], [-1.033, 4.239, -2.778], [-2.404, 4.343, -3.003], [-3.264, 3.654, -2.183], [-2.718, 2.890, -1.152], [-1.421, 2.770, -0.930], [-0.575, 3.424, -1.733], [0.881, 3.268, -1.473], [1.260, 2.390, -0.541], [2.549, 2.290, -0.265], [3.541, 3.040, -0.893], [3.166, 3.904, -1.890], [1.813, 4.023, -2.200], [1.336, 4.890, -3.264], [2.090, 5.639, -4.044], [-2.754, 4.967, -3.815], [-4.337, 3.700, -2.319], [-3.374, 2.355, -0.469], [2.826, 1.570, 0.499], [4.576, 2.919, -0.605], [3.890, 4.493, -2.441], [2.404, -1.466, 3.065], [2.227, -1.560, 1.852], [1.301, -0.998, 1.162], [3.149, -2.369, 0.971], [4.134, -3.182, 1.515], [4.970, -3.907, 0.680], [4.823, -3.800, -0.699], [3.848, -2.977, -1.244], [2.990, -2.249, -0.417], [1.698, -1.066, -1.005], [2.116, -1.178, -2.878], [2.855, -0.090, -3.356], [3.160, 0.063, -4.705], [2.719, -0.881, -5.623], [1.994, -1.978, -5.173], [1.701, -2.121, -3.821], [0.196, -2.136, -1.132], [0.052, -3.330, -0.431], [-1.090, -4.111, -0.575], [-2.118, -3.700, -1.414], [-1.998, -2.495, -2.098], [-0.855, -1.723, -1.953], [4.222, -3.227, 2.594], [5.736, -4.550, 1.098], [5.477, -4.363, -1.356], [3.755, -2.903, -2.320], [3.189, 0.661, -2.646], [3.724, 0.927, -5.040], [2.929, -0.761, -6.679], [1.653, -2.726, -5.881], [1.137, -2.989, -3.496], [0.837, -3.652, 0.244], [-1.180, -5.040, -0.025], [-3.003, -4.315, -1.536], [-2.800, -2.155, -2.744], [-0.773, -0.777, -2.479], [-3.796, -3.476, 5.799], [-2.841, -2.874, 4.802], [-1.794, -2.054, 5.197], [-0.954, -1.507, 4.234], [-1.102, -1.720, 2.928], [-2.097, -2.524, 2.550], [-2.981, -3.116, 3.439], [-3.501, -3.241, 6.821], [-3.838, -4.562, 5.693], [-4.807, -3.092, 5.640], [-1.625, -1.845, 6.247], [-0.115, -0.876, 4.517], [-2.180, -2.700, 1.479], [-3.777, -3.755, 3.072]],
  "mulliken_charge": [0.7867, -0.5892, 0.1442, 0.0089, 0.0070, -0.8748, -0.5709, -0.5957, 0.2227, 0.9122, -0.1329, -0.8267, -0.5761, 0.4079, 0.5509, 0.4261, 0.5729, 0.0777, -0.7096, 1.0045, 0.3794, -0.5796, -1.1040, -0.0272, 0.1145, -0.4319, -0.4686, 0.5796, -0.1256, -1.0987, -0.6779, 0.3675, 0.8594, -0.6890, 0.5088, 0.4392, 0.3028, 0.2816, 0.4737, 0.4997, -0.8742, 0.0006, -0.0143, -0.0527, -0.5843, -0.6699, -0.6761, -0.8204, 0.4048, 1.9267, -0.5230, -0.2979, -0.6314, -0.5117, -0.6944, 0.1682, 0.0066, -0.4332, -0.7022, -0.5637, -0.7599, 0.1437, 0.5163, 0.3675, 0.4174, 0.3448, 0.1726, 0.4324, 0.3630, 0.3950, 0.4609, 0.2809, 0.3972, 0.3482, 0.4358, 0.4276, -1.4408, 1.1427, -0.9554, -0.4513, 0.1995, -0.1682, -0.8710, 0.3507, 0.3353, 0.2977, 0.3111, 0.4343, 0.3648, 0.4003]
}



{
  "formula": "C44H31NO15PS2",
  "method": "ωB97M-V/def2-TZVPD",
  "lumo_ev": 0.190,
  "e_tot_ev": -109290.141,
  "charge": -1,
  "e_homo_ev": -6.392,
  "molar_mass_g_mol": 908.832,
  "e_above_lowest_kcal_mol": 92.3,
  "symbols": ["O", "P", "O", "O", "C", "S", "O", "O", "N", "S", "O", "O", "C", "O", "O", "H", "H", "H", "H", "H", "H", "H", "C", "C", "C", "C", "C", "C", "C", "O", "C", "C", "C", "C", "C", "C", "C", "O", "H", "H", "H", "H", "H", "H", "H", "H", "C", "C", "C", "C", "C", "C", "C", "O", "C", "C", "C", "C", "C", "C", "C", "O", "H", "H", "H", "H", "H", "H", "H", "H", "C", "C", "C", "C", "C", "C", "C", "O", "C", "C", "C", "C", "C", "C", "C", "O", "H", "H", "H", "H", "H", "H", "H", "H"],
  "positions_angstrom": [[-3.412, 2.057, 1.839], [-4.199, 2.622, 0.590], [-3.881, 1.525, -0.772], [-5.943, 2.722, 0.830], [-3.531, 4.338, 0.088], [-3.372, 5.565, 1.513], [-4.129, 6.863, 1.029], [-4.079, 5.129, 2.817], [-1.676, 5.941, 1.671], [-1.106, 5.805, 3.315], [-1.365, 4.435, 3.991], [0.464, 5.948, 3.239], [-1.677, 7.288, 4.356], [-2.158, 6.919, 5.696], [-2.304, 8.055, 6.353], [-3.784, 0.587, -0.378], [-6.250, 3.651, 0.609], [-2.432, 4.157, -0.342], [-4.134, 4.814, -0.825], [-2.446, 7.957, 3.737], [-0.735, 8.000, 4.528], [-3.064, 7.986, 7.008], [2.175, 1.839, 3.600], [0.861, 2.236, 3.355], [0.209, 1.817, 2.194], [0.879, 1.009, 1.267], [2.201, 0.632, 1.500], [2.847, 1.039, 2.675], [2.933, -0.179, 0.506], [4.094, -0.513, 0.711], [2.250, -0.574, -0.742], [2.950, -1.295, -1.718], [2.307, -1.684, -2.895], [0.965, -1.365, -3.096], [0.266, -0.642, -2.127], [0.913, -0.238, -0.952], [0.176, 0.556, 0.050], [-1.003, 0.841, -0.127], [2.680, 2.158, 4.509], [0.341, 2.870, 4.070], [-0.819, 2.127, 2.012], [3.875, 0.738, 2.869], [3.998, -1.551, -1.568], [2.855, -2.239, -3.655], [0.462, -1.674, -4.010], [-0.780, -0.392, -2.293], [6.878, -4.579, 0.182], [6.096, -3.439, -0.005], [6.639, -2.314, -0.626], [7.973, -2.322, -1.051], [8.762, -3.453, -0.841], [8.210, -4.588, -0.234], [10.184, -3.455, -1.241], [10.877, -4.449, -1.061], [10.761, -2.241, -1.852], [12.122, -2.210, -2.182], [12.673, -1.070, -2.772], [11.866, 0.035, -3.042], [10.511, 0.008, -2.709], [9.960, -1.129, -2.104], [8.533, -1.133, -1.723], [7.825, -0.161, -1.956], [6.452, -5.459, 0.658], [5.061, -3.428, 0.331], [6.020, -1.430, -0.773], [8.816, -5.479, -0.080], [12.758, -3.070, -1.977], [13.731, -1.046, -3.023], [12.293, 0.920, -3.509], [9.888, 0.877, -2.919], [-7.209, -3.791, -4.371], [-7.968, -4.880, -3.944], [-8.581, -4.856, -2.690], [-8.423, -3.743, -1.854], [-7.644, -2.665, -2.271], [-7.045, -2.683, -3.538], [-7.431, -1.507, -1.379], [-6.749, -0.558, -1.745], [-8.043, -1.515, -0.035], [-7.801, -0.450, 0.844], [-8.386, -0.443, 2.111], [-9.220, -1.490, 2.501], [-9.458, -2.555, 1.630], [-8.860, -2.571, 0.363], [-9.089, -3.718, -0.537], [-9.818, -4.642, -0.193], [-6.740, -3.806, -5.352], [-8.086, -5.748, -4.588], [-9.176, -5.707, -2.365], [-6.446, -1.839, -3.875], [-7.154, 0.373, 0.546], [-8.193, 0.382, 2.794], [-9.682, -1.481, 3.486], [-10.107, -3.371, 1.943]],
  "mulliken_charge": [-0.5573, 1.0397, -0.5012, -0.5484, -0.8927, 1.0974, -0.7214, -0.5747, -0.4960, 1.1481, -0.6271, -0.7399, -0.3611, -0.1034, -0.4260, 0.3006, 0.3321, 0.3508, 0.4259, 0.2873, 0.2829, 0.3030, -0.6768, -0.5671, -0.5695, 0.1913, 0.4193, -0.4921, 0.4286, -0.6873, 0.2934, -0.0171, -0.6956, -0.4953, -0.6416, 0.1717, 0.2030, -0.5948, 0.3752, 0.4824, 0.6726, 0.4287, 0.3568, 0.4179, 0.3730, 0.5476, -0.5347, -0.3703, -0.3945, -0.0273, 0.3015, -0.6181, 0.6322, -0.6911, 0.1423, -0.5350, -0.4618, -0.4488, -0.4917, 0.1533, 0.3331, -0.6679, 0.3911, 0.5050, 0.7010, 0.4462, 0.4428, 0.3852, 0.3895, 0.4591, -0.4584, -0.4403, -0.5428, 0.1943, 0.1019, -0.5036, 0.5574, -0.6627, 0.1384, -0.7956, -0.5522, -0.4301, -0.6195, 0.4841, 0.5644, -0.6910, 0.3875, 0.3872, 0.4420, 0.4724, 0.6938, 0.4644, 0.3816, 0.4430]
}



{
  "formula": "C44H32BrF4IN3O6PRu",
  "method": "ωB97M-V/def2-TZVPD",
  "lumo_ev": [-0.518, -1.213],
  "spin_multiplicity": 5,
  "e_tot_ev": -163781.078,
  "e_homo_ev": [-6.651, -7.766],
  "molar_mass_g_mol": 1113.599,
  "e_above_lowest_kcal_mol": 0.0,
  "symbols": ["Ru", "C", "C", "N", "C", "C", "C", "O", "C", "C", "N", "C", "C", "C", "C", "C", "C", "I", "C", "O", "H", "H", "H", "H", "H", "H", "H", "H", "H", "H", "H", "H", "F", "C", "C", "F", "C", "F", "C", "P", "C", "C", "C", "C", "C", "C", "C", "C", "C", "C", "C", "C", "C", "Br", "C", "F", "H", "H", "H", "H", "H", "H", "H", "H", "H", "H", "O", "C", "C", "C", "C", "C", "C", "C", "O", "O", "H", "H", "H", "H", "H", "O", "N", "C", "C", "C", "C", "C", "H", "H", "H", "H", "H"],
  "positions_angstrom": [[-0.163, 0.290, 0.534], [-1.014, -2.214, 4.440], [0.440, -1.925, 4.138], [1.331, -2.385, 4.965], [2.632, -2.231, 4.727], [3.162, -1.581, 3.633], [4.632, -1.508, 3.415], [4.999, -2.313, 2.295], [2.250, -1.144, 2.638], [2.711, -0.389, 1.549], [1.957, 0.235, 0.656], [2.678, 0.906, -0.375], [3.859, 0.397, -0.954], [4.608, 1.173, -1.842], [4.219, 2.481, -2.144], [3.068, 3.006, -1.546], [2.193, 2.155, -0.847], [0.192, 2.709, -0.557], [0.832, -1.330, 2.865], [-0.115, -1.123, 1.982], [-1.039, -2.653, 5.442], [-1.462, -2.872, 3.684], [-1.577, -1.254, 4.451], [3.303, -2.611, 5.489], [5.104, -1.860, 4.340], [4.942, -0.445, 3.254], [5.809, -1.922, 1.891], [3.779, -0.336, 1.403], [4.175, -0.592, -0.679], [5.550, 0.835, -2.241], [4.783, 3.106, -2.873], [2.835, 4.074, -1.587], [-2.045, -6.771, -1.280], [-1.952, -5.431, -1.145], [-3.014, -4.591, -1.349], [-4.221, -5.037, -1.748], [-2.860, -3.209, -1.143], [-3.984, -2.458, -1.229], [-1.639, -2.606, -0.828], [-1.745, -0.827, -0.512], [-3.171, -0.616, 0.695], [-3.620, -1.702, 1.482], [-4.595, -1.525, 2.487], [-5.161, -0.296, 2.730], [-4.677, 0.793, 1.976], [-3.683, 0.619, 0.987], [-2.388, -0.168, -2.060], [-2.996, 1.125, -2.119], [-3.692, 1.488, -3.271], [-3.635, 0.667, -4.418], [-2.962, -0.567, -4.360], [-2.259, -0.940, -3.227], [-0.539, -3.463, -0.753], [1.272, -2.973, -0.599], [-0.721, -4.842, -0.884], [0.372, -5.646, -0.873], [-3.298, -2.691, 1.249], [-4.888, -2.404, 3.022], [-5.910, -0.151, 3.516], [-5.024, 1.839, 2.180], [-3.312, 1.506, 0.489], [-2.887, 1.840, -1.314], [-4.299, 2.380, -3.270], [-4.099, 0.967, -5.385], [-2.948, -1.253, -5.228], [-1.658, -1.814, -3.211], [1.445, 2.164, 3.251], [1.110, 3.436, 3.020], [2.096, 4.426, 3.129], [1.814, 5.761, 2.930], [0.467, 6.136, 2.831], [-0.533, 5.185, 2.793], [-0.222, 3.835, 2.785], [-1.295, 2.793, 2.384], [-2.461, 3.113, 2.172], [-0.812, 1.574, 2.353], [0.622, 1.682, 2.934], [3.101, 4.120, 3.311], [2.599, 6.502, 2.792], [0.250, 7.208, 2.775], [-1.589, 5.458, 2.761], [1.248, -0.345, -2.774], [1.305, -0.309, -4.047], [0.766, 0.798, -4.702], [0.633, 0.791, -6.074], [1.167, -0.262, -6.882], [1.800, -1.324, -6.185], [1.877, -1.358, -4.796], [0.453, 1.592, -4.009], [0.139, 1.656, -6.532], [1.100, -0.236, -7.980], [2.155, -2.175, -6.779], [2.332, -2.146, -4.213]],
  "mulliken_charge": [0.8985, -0.8921, 0.4258, -0.6577, -1.0454, 0.7051, -0.8926, -0.5004, 0.8616, -1.6109, 1.3442, -0.3950, -0.3274, -1.0292, -0.4651, -0.8275, 0.3171, 0.0927, -0.6015, 0.4001, 0.4190, 0.0786, 0.1711, 0.3302, 0.3646, 0.3515, 0.3308, 0.7916, 0.5150, 0.4505, 0.3675, 0.4596, -0.2874, 0.2357, 0.3529, -0.2937, -0.0054, -0.4370, 0.3942, 1.6434, 1.5034, -0.6915, -0.6380, -0.7401, -0.6337, -0.2974, 0.9516, -0.6007, -1.0080, -0.5358, -0.9927, -0.2514, -0.7569, 0.0546, 0.2597, -0.3291, 0.3466, 0.4639, 0.3691, 0.3440, -0.2230, 0.3758, 0.4639, 0.3551, 0.3849, 0.8160, -0.6182, 0.2000, -0.5233, -0.6268, -0.3982, -0.8515, 0.6696, 0.0427, -0.6926, -0.2678, 0.4366, 0.4336, 0.4102, 0.3504, 0.4375, -0.1788, 0.2306, -0.2186, -0.6083, -0.3603, -0.5242, -0.3617, 0.3722, 0.3998, 0.3941, 0.3568, 0.4731]
}



{
  "formula": "C44H34Cl2CrI2NO4P",
  "method": "ωB97M-V/def2-TZVPD",
  "lumo_ev": [-0.408, -0.627],
  "spin_multiplicity": 5,
  "e_tot_ev": -134819.905,
  "e_homo_ev": [-5.265, -7.928],
  "molar_mass_g_mol": 1048.443,
  "e_above_lowest_kcal_mol": 3.1,
  "symbols": ["Cr", "I", "C", "C", "C", "I", "C", "C", "C", "C", "N", "C", "C", "O", "H", "H", "H", "H", "Cl", "C", "C", "C", "C", "C", "C", "P", "C", "C", "C", "C", "C", "C", "C", "C", "C", "C", "C", "C", "H", "H", "H", "H", "H", "H", "H", "H", "H", "H", "H", "H", "H", "H", "Cl", "C", "C", "C", "C", "O", "C", "C", "O", "C", "H", "H", "H", "H", "C", "C", "C", "C", "C", "C", "C", "O", "C", "C", "C", "H", "H", "H", "H", "H", "H", "H", "H", "H", "H", "H", "H"],
  "positions_angstrom": [[0.756, -0.458, -0.685], [2.407, -1.759, -5.348], [2.892, -0.119, -4.156], [3.872, 0.806, -4.552], [4.167, 1.896, -3.779], [5.643, 3.229, -4.446], [3.492, 2.119, -2.554], [3.640, 3.236, -1.703], [2.875, 3.338, -0.572], [1.981, 2.311, -0.241], [1.835, 1.247, -0.997], [2.545, 1.155, -2.158], [2.202, 0.027, -2.967], [1.253, -0.764, -2.551], [4.390, 0.656, -5.489], [4.354, 4.010, -1.953], [2.964, 4.196, 0.078], [1.393, 2.340, 0.665], [-0.151, 2.400, -3.131], [-1.354, 2.928, -1.998], [-1.635, 4.280, -1.917], [-2.596, 4.723, -1.021], [-3.265, 3.817, -0.215], [-2.972, 2.464, -0.302], [-2.016, 1.990, -1.198], [-1.547, 0.220, -1.279], [-2.124, -0.271, -2.939], [-1.505, -1.315, -3.620], [-1.961, -1.693, -4.875], [-3.032, -1.033, -5.459], [-3.649, 0.012, -4.786], [-3.196, 0.395, -3.533], [-2.748, -0.578, -0.154], [-2.372, -0.758, 1.176], [-3.233, -1.366, 2.076], [-4.476, -1.814, 1.651], [-4.852, -1.649, 0.326], [-3.993, -1.036, -0.576], [-1.103, 4.977, -2.550], [-2.818, 5.780, -0.956], [-4.014, 4.164, 0.483], [-3.491, 1.761, 0.335], [-0.655, -1.819, -3.184], [-1.466, -2.499, -5.402], [-3.381, -1.327, -6.440], [-4.481, 0.535, -5.239], [-3.676, 1.220, -3.020], [-1.388, -0.440, 1.496], [-2.922, -1.501, 3.104], [-5.146, -2.299, 2.349], [-5.817, -2.005, -0.010], [-4.302, -0.923, -1.606], [1.455, -7.699, -0.916], [0.992, -6.024, -0.851], [-0.354, -5.674, -1.041], [-0.746, -4.362, -0.982], [0.188, -3.333, -0.731], [-0.228, -2.111, -0.649], [1.550, -3.700, -0.561], [2.570, -2.737, -0.314], [2.460, -1.504, -0.281], [1.926, -5.059, -0.616], [-1.082, -6.452, -1.233], [-1.781, -4.077, -1.120], [3.575, -3.140, -0.128], [2.965, -5.330, -0.476], [1.345, 1.844, 7.589], [1.360, 1.313, 6.182], [2.247, 0.316, 5.784], [2.265, -0.191, 4.500], [3.268, -1.259, 4.160], [1.345, 0.303, 3.518], [1.406, -0.263, 2.226], [0.646, 0.065, 1.197], [0.441, 1.340, 3.922], [-0.574, 1.955, 2.990], [0.476, 1.805, 5.223], [2.196, 1.474, 8.160], [0.435, 1.544, 8.115], [1.379, 2.935, 7.599], [2.953, -0.077, 6.510], [3.879, -1.491, 5.032], [3.935, -0.942, 3.354], [2.782, -2.184, 3.836], [2.157, -1.024, 2.058], [-1.410, 1.278, 2.808], [-0.150, 2.197, 2.019], [-0.976, 2.866, 3.433], [-0.217, 2.591, 5.508]],
  "mulliken_charge": [-0.2419, -0.0049, -0.3965, -0.2881, -0.2190, 0.0489, 0.8099, -0.9482, -1.4369, 0.0464, 0.9451, 0.1589, -0.1752, -0.1177, 0.3908, 0.2124, 0.5255, 0.3230, -0.0913, 0.7524, -0.6082, -0.5655, -0.8583, -0.5938, -0.6441, 3.3836, 0.0742, -0.2582, -1.0915, -0.6020, -0.7917, -0.6859, 0.1097, -0.2572, -0.8244, -0.7366, -0.6951, -0.8795, 0.5078, 0.4037, 0.4172, 0.4851, 0.4524, 0.4909, 0.3967, 0.4285, 0.5205, 0.2787, 0.5354, 0.3776, 0.4254, 0.3954, -0.2380, -0.0483, -0.7016, -0.8303, 0.0795, 0.2803, 1.3126, -0.4535, -0.2065, -1.1239, 0.4632, 0.4817, 0.2818, 0.4263, -1.4808, 0.4217, -0.9489, 1.0011, -1.7280, 0.6924, -0.7213, 1.0145, 0.7366, -0.8158, -1.0476, 0.3656, 0.2961, 0.3471, 0.2517, 0.3900, 0.3186, 0.3007, 0.2810, 0.0941, -0.2370, 0.4772, 0.3835]
}